{"formula": "C14H43BN6O4P2Si", "method": "ωB97M-V with the def2-TZVPD basis set", "smiles": "CN(C)P(=O)(N(C)C)N(C)C.CN(C)P(=O)(N(C)C)N(C)C.C=C[SiH2]B(O)O", "e_lumo_ev": -0.59, "e_homo_ev": -7.7306, "homo_lumo_gap_ha": 0.26229, "e_tot_ev": -59472.8070, "species": ["C", "N", "C", "P", "O", "N", "C", "C", "N", "C", "C", "H", "H", "H", "H", "H", "H", "H", "H", "H", "H", "H", "H", "H", "H", "H", "H", "H", "H", "C", "N", "C", "P", "O", "N", "C", "C", "N", "C", "C", "H", "H", "H", "H", "H", "H", "H", "H", "H", "H", "H", "H", "H", "H", "H", "H", "H", "H", "C", "C", "Si", "B", "O", "O", "H", "H", "H", "H", "H", "H", "H"], "positions_angstrom": [[-1.089, 0.528, 0.022], [-2.455, 0.277, 0.434], [-2.573, -0.274, 1.778], [-3.892, 0.431, -0.485], [-4.555, 1.452, 0.452], [-3.687, 1.531, -1.800], [-2.447, 1.796, -2.508], [-4.491, 2.750, -1.790], [-3.371, -0.863, -1.582], [-4.443, -1.173, -2.566], [-3.012, -2.157, -0.974], [-0.835, 0.029, -0.918], [-0.361, 0.154, 0.745], [-0.900, 1.601, -0.078], [-2.640, -1.367, 1.751], [-3.471, 0.097, 2.278], [-1.731, -0.002, 2.418], [-1.812, 2.506, -1.969], [-2.656, 2.231, -3.492], [-1.877, 0.893, -2.717], [-4.077, 3.497, -1.103], [-5.519, 2.538, -1.498], [-4.542, 3.195, -2.788], [-5.336, -1.565, -2.071], [-4.096, -1.907, -3.297], [-4.737, -0.291, -3.134], [-3.799, -2.528, -0.311], [-2.081, -2.097, -0.412], [-2.831, -2.906, -1.748], [5.361, -1.273, -1.275], [4.408, -0.407, -1.935], [3.966, -0.901, -3.234], [3.850, 1.138, -1.444], [2.380, 0.701, -1.371], [4.007, 1.344, 0.261], [5.005, 0.708, 1.103], [2.770, 1.541, 1.017], [5.483, 1.808, -1.623], [5.472, 3.276, -1.378], [6.142, 1.635, -2.930], [6.284, -0.751, -1.004], [5.678, -2.099, -1.915], [4.929, -1.726, -0.378], [4.558, -0.464, -4.049], [2.919, -0.648, -3.417], [4.039, -1.987, -3.312], [4.723, -0.316, 1.368], [5.122, 1.265, 2.039], [5.996, 0.703, 0.655], [2.238, 0.594, 1.166], [2.105, 2.240, 0.511], [2.976, 1.973, 2.000], [4.868, 3.800, -2.125], [6.487, 3.679, -1.402], [5.069, 3.518, -0.395], [5.509, 1.977, -3.753], [6.422, 0.598, -3.110], [7.081, 2.193, -2.961], [-4.651, -0.609, 4.948], [-4.757, -1.910, 5.486], [-3.308, -3.131, 5.704], [-2.568, -3.400, 3.882], [-1.194, -3.591, 3.627], [-3.464, -3.393, 2.775], [-5.140, -0.427, 3.955], [-4.166, 0.237, 5.489], [-5.781, -2.266, 5.767], [-2.278, -2.686, 6.659], [-3.778, -4.449, 6.200], [-1.069, -3.394, 2.685], [-4.377, -3.477, 3.077]], "atomic_forces_ev_per_a": [[0.045, -0.124, -0.659], [0.446, -0.602, 1.027], [-0.466, -0.005, 0.007], [5.879, 5.223, -0.781], [-2.533, -3.324, -0.321], [-0.425, 0.215, -0.282], [0.085, -0.505, -0.492], [-0.261, -0.051, 0.311], [-3.173, -1.105, 0.813], [-0.035, 0.187, -0.591], [0.467, -0.125, 0.378], [0.021, 0.158, -0.100], [-0.286, -0.076, 0.136], [0.099, -0.010, -0.156], [0.064, -0.024, 0.168], [-0.037, 0.030, -0.088], [0.036, 0.124, -0.194], [0.044, 0.011, 0.040], [-0.139, 0.060, 0.098], [-0.012, -0.061, 0.280], [-0.098, 0.078, 0.024], [0.144, 0.059, 0.152], [0.237, -0.178, -0.060], [0.029, -0.204, -0.094], [0.103, -0.047, 0.187], [0.142, 0.098, 0.233], [0.073, -0.176, -0.037], [-0.116, 0.283, 0.109], [-0.214, 0.190, -0.121], [0.392, 0.367, 0.269], [0.327, -0.867, -1.148], [-0.387, 0.397, -0.061], [1.298, -5.923, 5.359], [-0.064, 3.304, -2.785], [-0.164, 0.579, 0.241], [0.487, 0.443, 0.046], [-0.134, -0.034, -0.168], [-1.845, 2.338, -1.797], [0.170, 0.320, 0.526], [0.208, -0.550, -0.261], [-0.018, 0.026, 0.162], [-0.212, 0.156, -0.187], [0.123, 0.024, 0.101], [0.013, -0.155, -0.160], [0.021, 0.064, 0.081], [0.070, 0.058, 0.185], [-0.010, -0.057, -0.004], [-0.169, 0.022, -0.030], [-0.126, -0.092, -0.228], [-0.116, 0.037, 0.016], [-0.001, -0.208, -0.047], [0.294, -0.076, -0.054], [0.187, 0.095, -0.084], [-0.004, -0.169, -0.137], [-0.085, -0.275, -0.050], [0.166, 0.052, -0.079], [-0.291, -0.064, 0.122], [-0.190, 0.173, 0.183], [-0.682, -1.585, 0.304], [0.225, 1.506, 0.674], [-0.294, 0.691, 1.374], [0.469, -0.425, -1.692], [-1.988, 0.839, -0.117], [1.182, -0.346, 1.165], [-0.852, 0.667, 1.675], [1.117, -1.022, -1.309], [0.460, -0.494, -2.106], [0.219, 0.095, 0.052], [-0.250, 0.074, 0.014], [0.261, -0.369, 0.062], [0.075, 0.285, -0.092]], "lowdin_charge": [-0.124, -0.334, -0.126, 0.742, -0.316, -0.327, -0.141, -0.148, -0.270, -0.139, -0.126, 0.069, 0.071, 0.076, 0.044, 0.055, 0.088, 0.077, 0.076, 0.067, 0.083, 0.069, 0.076, 0.079, 0.079, 0.071, 0.084, 0.072, 0.084, -0.132, -0.345, -0.137, 0.744, -0.316, -0.325, -0.141, -0.144, -0.271, -0.137, -0.132, 0.066, 0.078, 0.073, 0.062, 0.067, 0.078, 0.076, 0.078, 0.065, 0.076, 0.069, 0.079, 0.080, 0.080, 0.072, 0.087, 0.070, 0.084, -0.059, -0.333, 0.699, -0.688, 0.073, 0.041, 0.063, 0.068, 0.056, -0.056, -0.050, 0.092, 0.076]}

{"formula": "C14H46N14NaO16S2V", "method": "ωB97M-V with the def2-TZVPD basis set", "multiplicity": 3, "e_lumo_ev": [-0.99, -0.56], "e_homo_ev": [-9.3195, -9.3216], "homo_lumo_gap_ha": [0.30596, 0.32211], "s_squared": 2.02, "e_tot_ev": -120668.5424, "species": ["Na", "V", "S", "O", "O", "O", "O", "S", "O", "O", "O", "O", "C", "C", "C", "O", "C", "N", "H", "H", "H", "H", "H", "H", "H", "H", "H", "H", "H", "C", "C", "C", "O", "C", "N", "H", "H", "H", "H", "H", "H", "H", "H", "H", "H", "H", "C", "O", "N", "N", "H", "H", "H", "H", "C", "O", "N", "N", "H", "H", "H", "H", "C", "O", "N", "N", "H", "H", "H", "H", "C", "O", "N", "N", "H", "H", "H", "H", "C", "O", "N", "N", "H", "H", "H", "H", "C", "O", "N", "N", "H", "H", "H", "H"], "positions_angstrom": [[-0.372, 0.963, 4.687], [1.933, -1.747, 1.259], [-0.352, -0.205, 1.332], [-0.126, -1.669, 1.390], [-1.014, 0.334, 2.505], [1.090, 0.118, 1.385], [-0.956, 0.155, 0.071], [2.169, -1.765, 4.096], [2.860, -0.968, 3.095], [3.034, -2.347, 5.060], [1.054, -1.057, 4.748], [1.762, -2.764, 3.070], [-0.047, 1.035, -3.676], [1.297, 1.470, -3.034], [1.935, 2.540, -3.901], [2.059, 2.151, -5.251], [2.296, 3.250, -6.128], [1.045, 1.888, -1.666], [-0.465, 0.379, -2.903], [0.022, 0.633, -4.681], [-0.811, 1.814, -3.582], [1.985, 0.619, -3.039], [2.953, 2.802, -3.577], [1.442, 3.518, -3.820], [2.201, 3.042, -7.187], [3.148, 3.824, -5.754], [1.489, 3.958, -5.889], [0.328, 1.385, -1.160], [0.706, 2.844, -1.740], [0.679, -3.184, -2.806], [0.855, -2.961, -1.288], [1.221, -4.197, -0.500], [1.633, -3.926, 0.878], [1.790, -5.127, 1.586], [1.649, -1.771, -0.980], [-0.371, -3.406, -3.007], [1.200, -4.072, -3.173], [0.906, -2.330, -3.443], [-0.180, -2.755, -0.995], [2.122, -4.589, -0.995], [0.548, -5.051, -0.542], [0.952, -5.821, 1.702], [1.978, -5.032, 2.656], [2.647, -5.664, 1.174], [2.436, -1.916, -1.614], [1.211, -0.959, -1.406], [4.028, 0.896, 0.219], [3.334, -0.086, 0.481], [3.632, 2.037, -0.374], [5.371, 0.928, 0.476], [4.202, 2.737, -0.805], [2.635, 1.973, -0.626], [5.940, 1.629, 0.042], [5.828, 0.298, 1.112], [1.588, 3.473, 2.645], [1.900, 4.435, 3.354], [0.719, 3.414, 1.600], [1.995, 2.234, 3.032], [0.484, 2.479, 1.322], [0.829, 4.187, 0.961], [2.489, 2.200, 3.908], [1.949, 1.465, 2.382], [-2.241, -3.568, 3.367], [-3.245, -4.284, 3.575], [-2.389, -2.241, 3.380], [-1.067, -4.111, 3.065], [-1.766, -1.523, 3.034], [-3.320, -1.934, 3.607], [-0.340, -3.471, 2.782], [-0.918, -5.099, 3.112], [-4.007, 3.243, -2.375], [-3.268, 3.849, -3.145], [-5.343, 3.518, -2.236], [-3.603, 2.272, -1.526], [-5.788, 4.064, -2.949], [-5.772, 2.994, -1.499], [-2.705, 1.844, -1.421], [-4.347, 1.763, -1.084], [-3.372, -1.817, -1.022], [-3.980, -2.704, -1.644], [-3.263, -0.593, -1.527], [-2.788, -2.023, 0.189], [-3.544, -0.343, -2.457], [-2.508, -0.093, -1.085], [-2.081, -1.384, 0.552], [-3.191, -2.707, 0.807], [-3.684, 2.412, 2.970], [-4.584, 3.223, 3.088], [-2.353, 2.815, 2.890], [-3.777, 1.078, 3.141], [-1.673, 2.097, 2.691], [-2.233, 3.768, 2.588], [-4.714, 0.765, 3.341], [-2.999, 0.452, 3.104]], "atomic_forces_ev_per_a": [[0.560, -0.533, -0.252], [-0.039, 1.430, 3.131], [2.399, -0.598, -0.055], [-1.330, -2.309, 0.144], [-0.722, 0.037, 0.371], [0.910, 2.258, -0.480], [-0.353, 0.898, -0.195], [-0.391, -0.237, 2.240], [1.924, 3.700, -2.706], [0.604, -0.419, 0.611], [-0.273, 0.270, -0.925], [-2.652, -2.588, -1.668], [-0.041, 0.079, 1.475], [-1.204, -0.792, -1.426], [1.355, 1.206, 0.069], [-0.347, -0.925, -0.559], [-1.325, 1.227, 2.132], [0.668, 1.561, 0.057], [0.001, -0.983, -0.624], [-0.110, -0.153, 0.147], [0.401, 0.576, -0.650], [-0.010, -0.107, 0.053], [0.146, -0.290, 0.467], [-0.729, -0.177, -0.047], [0.593, -0.583, 0.143], [0.681, -0.352, -0.781], [-0.229, 0.134, -0.456], [-0.136, -0.467, -0.300], [-0.094, 0.040, 0.319], [-0.290, -1.123, 0.013], [-3.481, 0.291, -0.269], [2.616, -0.567, -0.367], [-1.289, 0.613, -1.407], [1.075, -1.635, 1.510], [0.848, -1.095, -0.074], [-0.032, 0.037, 0.062], [0.380, 0.191, -0.039], [0.308, 0.138, 0.296], [0.176, 0.462, 0.461], [0.236, -0.188, 0.114], [-0.698, 0.550, 0.104], [-0.588, 0.430, -1.302], [0.484, 1.206, -0.246], [-0.110, -0.157, -0.120], [0.734, 0.458, 0.664], [-0.371, 0.136, 0.470], [2.654, 0.431, -0.076], [0.037, -0.237, -0.269], [-2.593, -0.938, 0.049], [0.409, -0.512, 0.228], [0.348, -0.089, 0.255], [0.268, 0.557, -0.530], [0.008, 0.142, 0.233], [-0.282, -0.213, -0.125], [0.709, -0.037, 2.742], [-0.548, -0.004, -1.607], [0.020, 1.171, -0.192], [-0.272, -0.363, 0.350], [0.117, 0.153, -0.789], [-0.556, -0.301, -0.272], [0.328, -0.240, -0.298], [0.267, -0.386, 0.387], [-2.852, -2.770, 0.052], [0.929, 0.656, 0.188], [-0.087, 2.312, 0.132], [1.497, 0.954, -0.493], [0.223, -0.739, 0.269], [-0.026, -0.247, -0.052], [0.469, -0.395, 0.207], [-0.280, 0.013, 0.054], [0.764, 1.238, -0.955], [-0.242, -0.450, 0.220], [0.968, -0.392, 0.116], [-0.677, -0.781, 0.961], [-0.274, -0.046, 0.257], [-1.014, 0.414, -0.281], [0.272, 0.634, -0.466], [0.288, -0.301, 0.203], [-1.622, -3.038, -1.359], [0.344, 0.642, 1.004], [1.063, 1.980, 0.338], [0.487, 0.231, 0.569], [0.050, -0.476, -0.081], [-0.159, 0.504, -0.289], [-1.229, -0.760, -0.454], [0.183, -0.207, -0.195], [1.549, 1.309, 1.237], [-0.254, -0.588, -0.601], [-0.475, 0.057, 0.065], [-1.664, -0.547, 0.080], [-0.018, 0.540, -0.580], [0.340, -0.134, -0.035], [0.245, -0.343, -0.038], [0.034, -0.051, -0.264]], "lowdin_charge": [0.648, 1.177, 0.330, -0.373, -0.345, -0.417, -0.298, 0.288, -0.362, -0.260, -0.340, -0.414, -0.030, -0.409, -0.227, -0.191, -0.083, 0.044, 0.054, 0.083, 0.081, 0.129, 0.121, 0.127, 0.093, 0.088, 0.084, 0.038, 0.099, -0.015, -0.393, -0.114, -0.268, -0.101, 0.050, 0.090, 0.082, 0.079, 0.128, 0.134, 0.149, 0.100, 0.098, 0.106, 0.124, 0.088, -0.614, -0.045, 0.181, 0.166, 0.108, 0.058, 0.097, 0.113, -0.673, 0.020, 0.173, 0.172, 0.055, 0.113, 0.117, 0.045, -0.699, -0.018, 0.172, 0.199, 0.043, 0.107, 0.057, 0.109, -0.679, 0.006, 0.151, 0.155, 0.108, 0.091, 0.070, 0.088, -0.683, -0.001, 0.153, 0.171, 0.115, 0.034, 0.025, 0.105, -0.677, 0.040, 0.148, 0.168, 0.019, 0.102, 0.117, 0.044]}

The following max |F| values (in eV/A) correspond, in order, to the records above: 8.092 4.971.